No. 1
Computed, not measured: an isolated molecule of C12H21NO3Si at a distorted geometry, with ωB97M-V/def2-TZVPD.

```
38
Properties=species:S:1:pos:R:3:forces:R:3
O -1.619 0.392 2.929 1.843 -1.807 -1.377
O -2.136 -0.484 0.265 1.690 2.055 1.027
O 0.388 -0.618 1.297 -1.775 0.098 -0.020
C 3.102 -2.039 -2.580 0.314 -0.075 -0.363
C 3.064 -0.735 -3.091 0.269 -1.473 0.399
C 2.064 -2.616 -1.863 -0.490 1.418 -0.277
C 1.968 0.024 -2.835 -0.862 0.734 -0.019
C 0.936 -1.848 -1.635 0.327 0.884 -0.015
C 0.915 -0.513 -2.101 -1.245 -0.144 0.756
N -0.236 0.255 -1.852 -0.327 1.093 0.697
C -2.595 1.299 3.316 -0.846 -0.205 0.088
C -2.631 -1.717 0.598 -1.291 -1.842 -0.396
C 1.150 -0.561 2.476 0.687 -0.350 0.471
C -0.145 1.724 -1.668 -0.162 -0.354 0.587
C 0.316 2.196 -0.273 1.250 -1.142 0.090
C -0.754 2.000 0.762 -0.844 -0.941 0.269
Si -1.044 0.216 1.346 -0.480 1.545 -0.409
H 3.943 -2.649 -2.787 0.855 -0.411 -0.170
H 3.869 -0.350 -3.692 0.245 0.000 -0.048
H 2.099 -3.597 -1.450 0.288 -0.653 0.034
H 1.878 1.029 -3.237 0.106 -0.171 0.104
H 0.123 -2.207 -1.012 -0.017 0.021 -0.168
H -0.891 -0.100 -1.140 0.644 -0.312 -0.974
H -3.189 0.822 4.126 0.067 0.443 -0.619
H -2.160 2.217 3.709 0.055 0.141 -0.063
H -3.181 1.497 2.416 -0.656 0.490 0.468
H -3.292 -2.038 -0.226 0.030 0.037 0.479
H -1.855 -2.483 0.667 0.111 -0.006 0.243
H -3.199 -1.652 1.532 -0.034 -0.345 -0.040
H 1.825 0.279 2.425 0.435 0.335 0.007
H 0.507 -0.418 3.335 0.080 -0.194 0.373
H 1.740 -1.479 2.573 -0.167 0.149 0.022
H -1.146 2.144 -1.825 0.109 -0.127 -0.194
H 0.511 2.167 -2.386 0.247 0.108 -0.655
H 1.234 1.625 0.036 -0.636 0.381 -0.428
H 0.619 3.234 -0.267 0.018 0.408 -0.400
H -0.516 2.478 1.701 0.345 0.432 0.372
H -1.661 2.503 0.408 -0.182 -0.219 0.150
```
Positions in Å, forces in eV/Å.

## Properties
- HOMO: -0.270 Ha
- ΔE to the lowest compared entry with this formula, charge and spin: 8.0 kcal/mol
- LUMO energy: 0.771 eV
- Total energy: -28297.445 eV
- SMILES string: CO[Si](CCCNc1ccccc1)(OC)OC


No. 2
Computed, not measured: a structure of composition C40H41F3I2N7O3P, with ωB97M-V/def2-TZVPD.

```
97
Properties=species:S:1:pos:R:3:forces:R:3
O -2.000 0.823 4.380 0.017 0.015 -0.001
C -1.601 1.534 3.509 -0.063 -0.231 0.222
C -2.485 2.046 2.401 -0.104 0.103 -0.283
C -3.946 2.215 2.830 -0.188 -0.099 -0.355
C -4.371 3.643 3.113 -0.067 0.067 0.111
F -3.353 4.438 3.488 -0.002 -0.092 0.024
F -5.288 3.687 4.102 0.025 -0.003 -0.080
F -4.943 4.224 2.037 0.138 -0.035 0.026
O -0.236 1.751 3.405 -0.152 0.303 0.021
C 0.325 2.987 3.793 0.512 0.029 -0.250
I -0.331 3.699 5.706 -0.112 -0.080 0.088
P 0.051 4.351 2.533 -0.237 -0.009 0.038
O 0.811 3.628 1.288 -0.266 -0.079 0.059
I 1.767 5.911 3.330 0.038 -0.045 0.065
H -2.090 2.948 1.926 -0.021 -0.067 0.149
H -2.437 1.270 1.625 0.125 0.071 0.154
H -4.592 1.865 2.018 0.012 0.069 0.184
H -4.185 1.615 3.708 0.219 0.018 -0.017
H 1.396 2.797 3.895 -0.176 -0.010 0.032
H 0.269 3.760 0.484 0.180 -0.012 -0.112
N 0.516 0.801 -0.953 -0.067 -0.027 -0.022
C 0.456 0.590 0.362 0.105 0.018 -0.002
C -0.305 -0.412 0.945 -0.006 0.037 -0.015
C -1.053 -1.234 0.121 -0.064 -0.085 -0.103
C -1.005 -1.032 -1.249 0.056 0.082 -0.014
C -0.201 -0.008 -1.732 -0.005 0.047 -0.001
H 1.043 1.265 0.972 -0.003 -0.050 0.031
H -0.317 -0.548 2.018 0.046 -0.047 -0.002
H -1.656 -2.020 0.552 -0.014 0.007 0.049
H -1.568 -1.657 -1.930 0.015 0.021 -0.043
H -0.127 0.177 -2.799 -0.021 -0.026 -0.008
N -0.478 5.079 -0.980 0.172 -0.100 -0.005
C -0.494 4.924 -2.302 -0.061 -0.066 -0.028
C 0.262 5.699 -3.167 0.001 0.044 0.028
C 1.086 6.678 -2.633 -0.010 -0.023 -0.009
C 1.116 6.850 -1.258 -0.078 0.067 -0.023
C 0.310 6.034 -0.484 -0.080 -0.140 -0.022
H -1.141 4.141 -2.681 0.033 -0.013 -0.013
H 0.213 5.529 -4.234 -0.012 -0.008 -0.001
H 1.697 7.295 -3.278 0.006 -0.004 -0.002
H 1.745 7.596 -0.794 -0.005 -0.005 0.021
H 0.298 6.095 0.595 0.129 0.381 0.016
N -2.252 -3.924 -2.725 0.019 -0.062 0.105
C -1.542 -4.745 -3.494 -0.099 0.030 -0.208
C -1.052 -5.971 -3.068 -0.028 -0.032 0.001
C -1.314 -6.368 -1.768 0.029 0.016 0.025
C -2.044 -5.520 -0.948 0.034 -0.023 -0.006
C -2.485 -4.315 -1.473 -0.055 0.068 0.016
H -1.351 -4.399 -4.505 0.069 -0.059 -0.003
H -0.477 -6.590 -3.742 0.002 0.015 -0.018
H -0.948 -7.316 -1.395 -0.003 -0.004 0.001
H -2.264 -5.781 0.078 -0.018 0.008 0.002
H -3.052 -3.622 -0.859 -0.017 -0.033 0.023
N -0.606 -4.847 -7.066 -0.026 -0.057 0.018
C 0.241 -5.361 -7.955 0.063 0.043 0.039
C -0.155 -6.122 -9.044 -0.022 0.004 0.001
C -1.507 -6.367 -9.220 -0.006 -0.008 -0.002
C -2.402 -5.842 -8.302 0.024 -0.022 -0.032
C -1.902 -5.093 -7.249 -0.007 0.077 0.081
H 1.291 -5.149 -7.784 0.006 -0.019 -0.024
H 0.580 -6.511 -9.734 0.013 0.002 0.005
H -1.857 -6.958 -10.057 0.000 -0.001 -0.003
H -3.467 -6.008 -8.397 -0.006 0.012 0.009
H -2.572 -4.663 -6.511 -0.044 -0.021 -0.025
N -1.407 -2.982 2.813 -0.031 -0.037 0.068
C -0.793 -4.078 2.372 0.019 0.048 -0.046
C -0.563 -5.196 3.160 -0.008 -0.006 0.015
C -0.991 -5.172 4.478 0.001 -0.003 0.013
C -1.625 -4.034 4.952 0.024 -0.033 -0.018
C -1.809 -2.969 4.083 -0.036 0.062 -0.014
H -0.464 -4.053 1.337 0.020 -0.022 0.007
H -0.058 -6.059 2.749 0.009 0.006 -0.011
H -0.828 -6.023 5.126 -0.001 -0.003 0.001
H -1.969 -3.969 5.975 -0.006 0.013 0.003
H -2.295 -2.059 4.418 0.014 -0.005 0.019
N 2.327 -2.964 -1.863 0.018 -0.014 -0.042
C 1.467 -3.269 -2.833 0.060 0.063 0.112
C 1.787 -3.248 -4.183 -0.030 -0.007 -0.016
C 3.074 -2.883 -4.545 0.008 0.005 -0.010
C 3.980 -2.559 -3.549 -0.012 -0.005 -0.015
C 3.559 -2.617 -2.229 -0.006 0.004 0.042
H 0.471 -3.536 -2.504 -0.040 -0.005 -0.012
H 1.045 -3.508 -4.929 -0.011 -0.010 0.014
H 3.365 -2.849 -5.588 0.000 0.003 -0.002
H 4.994 -2.266 -3.787 0.006 0.004 0.012
H 4.240 -2.370 -1.421 0.020 0.009 -0.020
N 3.745 7.835 5.760 0.000 0.018 0.051
C 3.613 8.265 7.014 -0.072 0.058 -0.045
C 4.320 7.742 8.085 0.009 -0.003 -0.004
C 5.216 6.712 7.844 0.011 -0.018 0.011
C 5.364 6.253 6.546 -0.004 0.000 0.023
C 4.608 6.847 5.547 0.061 -0.039 -0.077
H 2.903 9.071 7.163 0.003 -0.004 0.029
H 4.170 8.134 9.082 -0.012 0.007 0.001
H 5.786 6.275 8.654 0.000 -0.001 0.003
H 6.049 5.450 6.309 0.001 0.000 -0.015
H 4.698 6.513 4.519 0.044 -0.034 0.010
```
Positions in Å, forces in eV/Å.

## Properties
- HOMO: -0.322 Ha
- ΔE to the lowest compared entry with this formula, charge and spin: 0.0 kcal/mol
- LUMO energy: 0.553 eV
- Total energy: -92361.253 eV


No. 3
Computed, not measured: a cluster of 4 separate species, CH10O3S2 in total at a distorted geometry, with ωB97M-V/def2-TZVPD.

```
16
Properties=species:S:1:pos:R:3:forces:R:3
C 1.983 -0.764 1.860 -1.558 -0.048 1.251
S 2.168 1.047 1.291 -1.034 -1.156 2.147
S 0.940 1.962 2.688 -0.270 -2.014 -1.140
H 0.847 -1.014 1.974 2.097 0.597 -0.293
H 2.395 -1.390 1.106 0.210 -0.213 -1.114
H 2.552 -1.078 2.797 -0.737 1.295 -0.936
H 0.056 0.830 2.843 1.265 1.482 -0.035
H -0.048 0.356 -2.316 0.479 -1.327 0.671
H -0.901 0.926 -3.382 1.134 0.499 0.352
O -0.121 1.152 -2.814 -1.621 0.676 -1.159
H -2.484 0.862 0.146 1.516 -0.401 -2.577
H -1.744 1.337 -1.274 -0.183 -0.069 0.549
O -1.891 0.597 -0.655 -1.462 1.097 2.300
H -1.536 -2.276 -1.800 -0.448 0.083 -0.097
H -1.309 -0.846 -1.087 -0.331 -1.112 -0.323
O -0.906 -1.701 -1.376 0.942 0.612 0.406
```
Positions in Å, forces in eV/Å.

## Properties
- HOMO (spin up / spin down): -0.508 / -0.508 Ha
- ΔE to the lowest compared entry with this formula, charge and spin: 24.1 kcal/mol
- LUMO energy (spin up / spin down): -5.207 / -8.393 eV
- Spin multiplicity: 2
- Total energy: -29003.118 eV
- <S²>: 0.755
- Total charge: +1


No. 4
Computed, not measured: a cluster of 5 separate species, CH14NO4 in total at a distorted geometry, with ωB97M-V/def2-TZVPD.

```
20
Properties=species:S:1:pos:R:3:forces:R:3
C -0.849 0.513 0.354 0.005 -0.758 -0.250
N 0.345 -0.209 -0.205 -0.364 -2.153 -2.323
H -1.700 -0.148 0.334 -0.239 -0.203 -0.247
H -0.687 0.743 1.403 0.346 0.289 -0.226
H -1.028 1.353 -0.285 -0.086 0.584 0.159
H 0.598 0.023 -1.259 -0.267 0.718 2.371
H 0.253 -1.247 -0.274 -0.682 0.542 0.223
H 1.086 -0.187 0.453 1.413 0.778 0.519
H -3.487 2.971 0.395 2.579 0.381 0.515
H -2.494 2.820 1.609 0.040 0.671 -1.922
O -2.489 3.069 0.628 -2.711 -0.999 1.446
H 1.126 -4.365 -1.622 -0.919 -1.433 -0.426
H 2.249 -3.446 -1.527 -1.207 0.306 0.607
O 1.299 -3.525 -1.243 2.093 1.338 -0.123
H 0.611 -0.899 3.771 -0.553 0.265 1.827
H 1.875 -1.415 3.054 -0.621 0.186 0.235
O 0.972 -1.071 2.933 1.193 -0.387 -2.271
H -0.144 1.410 -3.051 0.164 0.878 -0.839
H 1.363 2.015 -2.546 -1.992 -0.881 -0.624
O 0.600 1.373 -2.462 1.810 -0.123 1.348
```
Positions in Å, forces in eV/Å.

## Properties
- HOMO: -0.534 Ha
- ΔE to the lowest compared entry with this formula, charge and spin: 36.8 kcal/mol
- LUMO energy: -2.864 eV
- Total energy: -10937.758 eV
- Total charge: +1


> Look up the ΔE to the lowest compared entry with this formula, charge and spin of the third one.

24.1 kcal/mol